## A
Here is a gas-phase ion, C4H11N2 (charge +1) from OMol25. Energies are from ωB97M-V/def2-TZVPD.

Last column: Mulliken charge in e.
Element x y z (Å)
C 0.001 1.182 -0.276  -0.8685
C -1.441 -0.596 0.402  -0.2049
C 0.824 0.053 -0.712  -0.2742
C 1.898 -0.430 0.304  -0.8720
N -0.831 -1.400 -0.546  -0.4660
N -1.429 0.801 -0.157  -0.1286
H 0.379 1.402 0.830  0.3426
H 0.207 2.187 -0.773  0.3522
H -2.511 -0.916 0.687  0.3386
H -0.980 -0.656 1.404  0.3450
H 1.083 -0.023 -1.775  0.3941
H 1.412 -0.191 1.260  0.3030
H 2.895 -0.062 0.019  0.2966
H 2.102 -1.530 0.183  0.3401
H -0.067 -2.002 -0.217  0.2998
H -1.795 1.479 0.568  0.3789
H -1.747 0.703 -1.202  0.4234

Results
Molecular weight ... 87.146 g/mol
Multiplicity ... 3
Frontier orbital gap (spin up / spin down) ... 0.2939 / 0.3191 Ha
Highest occupied orbital energy (spin up / spin down) ... -11.459 / -15.219 eV
Net charge ... +1

## B
Here is 2 unconnected molecules or ions with the total composition C4H11N2 from OMol25. Energies are from ωB97M-V/def2-TZVPD.

Last column: Mulliken charge in e.
Element x y z (Å)
C -0.408 1.497 -0.511  -0.3979
C -1.046 0.768 0.674  -0.4916
C 0.626 0.372 -0.604  -0.1058
C -0.469 -1.653 0.418  -1.0565
N 1.961 0.353 -0.630  -0.4240
N 0.054 -0.242 0.637  0.0522
H -1.059 1.731 -1.310  0.3010
H 0.026 2.364 -0.305  0.3339
H -1.054 1.111 1.738  0.3534
H -1.924 0.164 0.650  0.3082
H -0.448 -0.673 -1.930  0.0824
H -0.991 -2.146 1.295  0.3550
H -1.077 -1.731 -0.422  0.4809
H 0.304 -2.320 0.338  0.3953
H 2.433 1.084 -1.147  0.2459
H 2.506 -0.456 -0.335  0.2225
H 0.567 -0.222 1.445  0.3452

Results
Molecular weight ... 87.146 g/mol
Multiplicity ... 3
Frontier orbital gap (spin up / spin down) ... 0.2924 / 0.3851 Ha
Highest occupied orbital energy (spin up / spin down) ... -10.881 / -15.996 eV
Net charge ... +1

A wins, 0.0296 hartree ahead of the next structure.

## A
Here is C2H2N4O2 in the gas phase from OMol25. Energies are from ωB97M-V/def2-TZVPD.

Last column: Mulliken charge in e.
Element x y z (Å)
O 2.349 0.924 -0.433  -0.4338
C 2.273 -0.337 -0.152  0.2502
O 1.036 -0.877 0.629  -0.3090
C -0.165 -0.338 0.324  0.3776
N -1.171 -1.178 -0.302  -0.1695
N -2.242 -0.405 -0.459  -0.1398
N -2.053 0.980 0.045  -0.2672
N -0.672 1.014 0.398  -0.0148
H 3.124 -1.020 -0.603  0.3442
H 0.114 1.809 0.231  0.3621

Results
Structure (SMILES) ... O=COc1nnn[nH]1
Molecular weight ... 114.064 g/mol
Multiplicity ... 1
Frontier orbital gap ... 0.3292 Ha
Highest occupied orbital energy ... -9.782 eV

## B
Here is C2H2N4O2 in the gas phase from OMol25. Energies are from ωB97M-V/def2-TZVPD.

Last column: Mulliken charge in e.
Element x y z (Å)
O 2.672 0.277 -0.083  -0.2909
N 1.694 -0.650 0.063  -0.1840
C 0.514 -0.120 -0.168  0.3933
N 0.011 1.105 0.162  -0.3480
C -1.177 1.180 -0.016  0.0045
O -2.115 0.142 -0.203  -0.1308
N -1.517 -1.020 0.149  -0.0648
N -0.335 -1.273 0.041  -0.0473
H 2.297 1.111 0.124  0.3394
H -1.747 2.049 0.354  0.3288

Results
Structure (SMILES) ... O/N=c1\nconn1
Molecular weight ... 114.064 g/mol
Multiplicity ... 1
Frontier orbital gap ... 0.3398 Ha
Highest occupied orbital energy ... -9.771 eV

## C
Here is C2H2N4O2 in the gas phase from OMol25. Energies are from ωB97M-V/def2-TZVPD.

Last column: Mulliken charge in e.
Element x y z (Å)
H -1.587 -0.303 2.374  0.3101
N -0.551 -0.121 2.022  -0.4501
C -0.309 -0.122 0.800  0.4059
N -1.440 -0.339 -0.181  -0.1967
N -1.134 -0.275 -1.455  -0.1593
N 0.263 -0.220 -1.797  -0.0330
O 1.155 0.677 -0.924  -0.2746
C 1.201 0.170 0.438  0.5482
O 1.914 0.454 1.346  -0.3858
H 0.489 0.077 -2.624  0.2353

Results
Structure (SMILES) ... [H]/N=c1\nn[nH]oc1=O
Molecular weight ... 114.064 g/mol
Multiplicity ... 1
Frontier orbital gap ... 0.3409 Ha
Highest occupied orbital energy ... -10.352 eV

## D
Here is C2H2N4O2 in the gas phase from OMol25. Energies are from ωB97M-V/def2-TZVPD.

Last column: Mulliken charge in e.
Element x y z (Å)
H -2.666 -0.822 -0.672  0.2833
N -1.891 -1.011 0.112  -0.5227
C -0.478 -0.754 0.105  0.4513
N 0.266 -0.970 1.432  -0.1680
N 0.847 0.123 1.684  -0.0828
N 0.852 1.237 0.785  -0.0712
O 0.813 1.100 -0.680  -0.2314
C 0.195 -0.174 -1.181  0.4912
O 0.212 -0.556 -2.407  -0.4848
H 1.849 1.828 0.824  0.3351

Results
Structure (SMILES) ... [H]/N=c1/nn[nH]oc1=O
Molecular weight ... 114.064 g/mol
Multiplicity ... 1
Frontier orbital gap ... 0.3419 Ha
Highest occupied orbital energy ... -10.343 eV

A wins, 0.0158 hartree ahead of the next structure.

## A
Here is C2H2N4O2 in the gas phase from OMol25. Energies are from ωB97M-V/def2-TZVPD.

Last column: Mulliken charge in e.
Element x y z (Å)
O -1.936 -0.970 -0.211  -0.6401
N -0.809 -1.239 -0.282  0.9681
O -0.401 -2.355 -0.543  -0.5666
C 0.003 -0.150 -0.124  0.3175
C 1.307 0.049 0.253  -0.4339
N 1.568 1.320 0.740  -0.2819
N 0.346 1.959 0.399  -0.5436
N -0.519 1.090 0.060  0.2873
H 1.967 -0.715 0.166  0.4912
H -1.524 1.010 -0.458  0.4020

Results
Structure (SMILES) ... O=[N+]([O-])c1cnn[nH]1
Molecular weight ... 114.064 g/mol
Multiplicity ... 1
Frontier orbital gap ... 0.3617 Ha
Highest occupied orbital energy ... -10.923 eV

## B
Here is C2H2N4O2 in the gas phase from OMol25. Energies are from ωB97M-V/def2-TZVPD.

Last column: Mulliken charge in e.
Element x y z (Å)
O -2.077 -1.404 -0.133  -0.3878
C -1.205 -1.570 -1.051  0.1410
N 0.340 -1.099 -0.868  -0.3090
C 0.453 -0.131 -0.054  0.5326
N -0.295 0.222 1.008  -0.1808
N 0.336 1.383 1.424  -0.2389
N 1.162 1.941 0.622  0.0198
O 1.336 0.957 -0.476  -0.2525
H -1.261 -2.308 -1.902  0.3120
H 0.894 -1.043 -1.899  0.3637

Results
Structure (SMILES) ... O=CNc1nnno1
Molecular weight ... 114.064 g/mol
Multiplicity ... 1
Frontier orbital gap ... 0.3540 Ha
Highest occupied orbital energy ... -10.273 eV

B wins, 0.0474 hartree ahead of the next structure.

## A
Here is C6H3F3O in the gas phase from OMol25. Energies are from ωB97M-V/def2-TZVPD.

Last column: Mulliken charge in e.
Element x y z (Å)
C -0.160 -0.615 0.230  -0.4210
C 0.970 -0.237 -0.371  -0.4845
C -1.561 -0.263 0.074  0.4062
C -2.149 0.902 -0.199  -0.1148
C 1.195 2.190 -1.431  -0.3687
C 1.284 0.708 -1.448  0.9141
O 0.333 1.521 -2.099  -0.1460
F -2.363 -1.312 0.369  -0.2670
F -3.474 1.030 -0.234  -0.2324
F 2.210 0.206 -2.312  -0.2670
H -0.053 -1.406 0.963  0.3090
H 1.881 -0.731 -0.058  0.3069
H -1.622 1.820 -0.394  0.3652

Results
Molecular weight ... 148.083 g/mol
Multiplicity ... 1
Frontier orbital gap ... 0.3315 Ha
Highest occupied orbital energy ... -9.413 eV

## B
Here is C6H3F3O in the gas phase from OMol25. Energies are from ωB97M-V/def2-TZVPD.

Last column: Mulliken charge in e.
Element x y z (Å)
O -3.002 0.349 -0.239  -0.3948
C -2.131 -0.375 -0.510  0.5057
F -2.289 -1.317 -1.518  -0.2270
C -0.589 -0.345 -0.059  0.4738
C 0.346 0.422 -0.895  -0.8309
C 1.468 0.767 -0.217  0.3114
F 2.520 1.358 -0.779  -0.2864
C 1.367 0.376 1.121  0.5681
F 2.219 0.676 2.060  -0.2699
C 0.106 -0.189 1.334  -0.9402
H -0.205 -1.327 -0.394  0.1974
H 0.386 0.491 -1.930  0.4700
H -0.197 -0.885 2.026  0.4227

Results
Structure (SMILES) ... O=C(F)C1C=C(F)C(F)=C1
Molecular weight ... 148.083 g/mol
Multiplicity ... 1
Frontier orbital gap ... 0.3388 Ha
Highest occupied orbital energy ... -9.259 eV

B wins, 0.1012 hartree ahead of the next structure.

## A
Here is C10H7N3 in the gas phase from OMol25. Energies are from ωB97M-V/def2-TZVPD.

Last column: Mulliken charge in e.
Element x y z (Å)
N -1.027 2.369 -3.455  -0.3930
C -0.117 2.040 -2.786  0.0581
C 0.693 1.139 -1.951  0.8306
C 2.015 1.715 -1.675  -0.0745
N 3.162 2.072 -1.785  -0.4516
C 0.149 0.584 -0.722  -0.3831
N 0.083 -0.632 -0.474  -0.3867
C -0.421 -1.230 0.724  0.6799
C 0.272 -2.305 1.297  -0.8114
C -0.275 -2.520 2.597  -0.1285
C -1.346 -1.832 3.225  -0.3833
C -1.783 -0.691 2.710  -0.6741
C -1.168 -0.284 1.473  -0.3471
H 0.993 0.217 -2.456  0.2014
H -0.015 1.205 0.184  0.3648
H 1.183 -2.650 1.071  0.5018
H 0.078 -3.349 3.309  0.2311
H -1.912 -2.278 4.051  0.3535
H -2.496 -0.127 3.349  0.3253
H -1.459 0.630 1.138  0.4867

Results
Structure (SMILES) ... N#CC(C#N)/C=N/c1ccccc1
Molecular weight ... 169.187 g/mol
Multiplicity ... 1
Frontier orbital gap ... 0.3352 Ha
Highest occupied orbital energy ... -9.391 eV

## B
Here is C10H7N3 in the gas phase from OMol25. Energies are from ωB97M-V/def2-TZVPD.

Last column: Mulliken charge in e.
Element x y z (Å)
N 4.162 -1.832 0.234  -0.4980
C 3.108 -1.328 0.261  -0.1178
C 1.783 -0.748 0.090  0.4199
C 1.078 -0.089 1.090  -0.6760
C -0.222 0.378 0.827  1.0699
C -0.968 1.126 1.768  -0.5481
C -2.222 1.573 1.484  -0.5041
C -2.795 1.248 0.211  -0.4452
C -2.058 0.609 -0.762  -0.3912
C -0.747 0.165 -0.507  -0.1411
N -0.034 -0.464 -1.491  -0.6175
C 1.203 -0.847 -1.232  0.5010
N 1.871 -1.431 -2.271  -0.5063
H 1.596 0.022 2.037  0.4314
H -0.528 1.327 2.765  0.3202
H -2.804 2.153 2.207  0.3760
H -3.803 1.626 0.009  0.3342
H -2.422 0.384 -1.746  0.4660
H 1.176 -1.855 -2.934  0.2739
H 2.624 -2.015 -2.039  0.2527

Results
Structure (SMILES) ... N#Cc1cc2ccccc2nc1N
Molecular weight ... 169.187 g/mol
Multiplicity ... 1
Frontier orbital gap ... 0.3041 Ha
Highest occupied orbital energy ... -8.703 eV

B wins, 0.1695 hartree ahead of the next structure.

## A
Here is C19H22N2O in the gas phase from OMol25. Energies are from ωB97M-V/def2-TZVPD.

Last column: Mulliken charge in e.
Element x y z (Å)
C -4.238 -3.382 -0.093  -1.2910
C -3.179 -2.329 -0.399  -0.4577
C -3.005 -1.307 0.726  -0.2226
C -4.164 -0.313 0.840  -0.7215
C -4.169 0.756 -0.263  -0.5451
C -3.613 2.110 0.182  -1.1359
C -2.142 2.056 0.585  -0.5864
O -1.398 1.599 -0.528  -0.3282
C -0.084 1.322 -0.377  0.7003
C 0.657 1.536 0.783  -0.3123
C 1.996 1.207 0.816  -0.7709
C 2.643 0.669 -0.296  0.7167
C 4.065 0.345 -0.206  0.5711
C 4.879 0.178 -1.336  -0.5605
C 6.211 -0.132 -1.171  -0.4823
C 6.717 -0.268 0.125  0.2656
C 8.068 -0.590 0.359  0.0624
N 9.168 -0.852 0.557  -0.4966
C 5.833 -0.064 1.191  -0.2925
N 4.566 0.230 1.028  -0.4790
C 1.891 0.452 -1.454  -0.7705
C 0.554 0.770 -1.493  -0.6470
H -3.997 -3.908 0.828  0.3054
H -5.222 -2.932 0.017  0.3128
H -4.290 -4.111 -0.900  0.3834
H -2.223 -2.832 -0.561  0.3661
H -3.439 -1.815 -1.326  0.2627
H -2.075 -0.764 0.555  -0.0481
H -2.903 -1.846 1.672  0.3895
H -5.102 -0.869 0.810  0.3147
H -4.121 0.178 1.815  0.4262
H -5.190 0.919 -0.611  0.3199
H -3.583 0.409 -1.114  0.3293
H -3.716 2.819 -0.642  0.3883
H -4.184 2.489 1.032  0.4268
H -2.007 1.377 1.436  0.3920
H -1.800 3.058 0.881  0.4805
H 0.199 1.963 1.662  0.3997
H 2.571 1.370 1.714  0.4287
H 4.476 0.308 -2.327  0.2931
H 6.863 -0.266 -2.023  0.4677
H 6.175 -0.145 2.215  0.4428
H 2.345 0.007 -2.327  0.2551
H -0.033 0.597 -2.381  0.4474

Results
Structure (SMILES) ... CCCCCCCOc1ccc(-c2ccc(C#N)cn2)cc1
Molecular weight ... 294.398 g/mol
Multiplicity ... 1
Frontier orbital gap ... 0.3033 Ha
Highest occupied orbital energy ... -8.415 eV

## B
Here is C19H22N2O in the gas phase from OMol25. Energies are from ωB97M-V/def2-TZVPD.

Last column: Mulliken charge in e.
Element x y z (Å)
C -4.488 -0.852 0.046  -1.5927
C -3.122 -1.143 -0.570  1.1092
C -3.290 -2.010 -1.816  -1.6607
C -2.195 -1.841 0.434  -0.7663
C -1.591 -0.890 1.475  -1.3663
N -0.654 0.028 0.886  0.3017
C -0.894 1.335 0.528  0.1973
C -2.024 2.120 0.716  -0.3923
C -1.992 3.424 0.263  -0.6894
C -0.866 3.951 -0.365  -0.8434
C 0.264 3.181 -0.553  -0.2393
C 0.256 1.867 -0.106  -0.0372
C 1.228 0.812 -0.133  0.5405
C 2.525 0.723 -0.615  0.0139
C 3.216 -0.471 -0.482  0.1179
C 4.634 -0.573 -0.967  -1.0717
C 5.635 0.059 -0.001  0.5441
N 5.345 -0.140 1.304  -0.2847
O 6.624 0.650 -0.368  -0.6411
C 2.602 -1.563 0.141  -0.8514
C 1.310 -1.500 0.628  -0.5825
C 0.618 -0.305 0.488  0.2133
H -4.399 -0.254 0.949  0.3411
H -5.112 -0.308 -0.658  0.3958
H -4.992 -1.782 0.303  0.4007
H -2.660 -0.196 -0.871  0.0327
H -3.958 -1.530 -2.526  0.4182
H -2.332 -2.173 -2.304  0.4151
H -3.710 -2.978 -1.550  0.3426
H -2.748 -2.627 0.952  0.4735
H -1.374 -2.312 -0.111  0.4264
H -1.068 -1.476 2.239  0.3934
H -2.375 -0.316 1.971  0.4980
H -2.909 1.734 1.198  0.2693
H -2.862 4.050 0.398  0.4099
H -0.882 4.976 -0.706  0.3912
H 1.140 3.587 -1.037  0.4616
H 2.993 1.572 -1.089  0.5638
H 4.756 -0.075 -1.930  0.2964
H 4.924 -1.619 -1.088  0.2852
H 4.474 -0.557 1.586  0.2064
H 5.939 0.272 2.003  0.2227
H 3.152 -2.489 0.236  0.3533
H 0.863 -2.361 1.101  0.3842

Results
Structure (SMILES) ... CC(C)CCn1c2ccccc2c2cc(CC(N)=O)ccc21
Molecular weight ... 294.398 g/mol
Multiplicity ... 1
Frontier orbital gap ... 0.3101 Ha
Highest occupied orbital energy ... -7.874 eV

B wins, 0.0771 hartree ahead of the next structure.